Formula: C17H49F2NO15P4S2Si2
Source: OMol25
Level of theory: ωB97M-V/def2-TZVPD

* E: -4801.34923 hartree
* LUMO energy: -0.43 eV
* 2S+1: 1

Positions of all 92 atoms, in Å:
C  -1.2504  -4.0179  1.9041
C  -1.1258  -3.1057  0.6790
C  -1.8218  -1.7297  0.8388
N  -2.8999  -1.5429  -0.1559
Si  -4.4261  -0.9754  0.3416
F  -5.5158  -1.6918  -0.5780
S  -4.7300  1.0977  -0.0512
O  -4.7412  -1.2536  1.9211
Si  -5.3652  -2.6009  2.6205
C  -7.1325  -2.3178  3.1370
C  -7.9773  -1.5960  2.0624
C  -9.1785  -2.4304  1.5537
P  -5.1269  -4.5503  1.7798
C  -6.2615  -5.8392  2.3931
C  -4.3567  -4.9214  0.1766
S  -4.2948  -2.6634  4.6126
O  -2.9514  -2.1930  4.4381
O  -4.4703  -3.9309  5.2520
F  -5.0209  -1.5620  5.5082
H  -2.1923  -3.8869  2.4323
H  -0.4138  -3.8494  2.5825
H  -1.1777  -5.0662  1.6075
H  -0.0836  -2.9496  0.4020
H  -1.6058  -3.6077  -0.1618
H  -1.0436  -0.9805  0.6807
H  -2.1744  -1.6078  1.8634
H  -2.5576  -1.0407  -0.9643
H  -4.3501  1.6336  1.1153
H  -7.5323  -3.3208  3.3144
H  -7.1813  -1.8168  4.1042
H  -7.4050  -1.2297  1.2119
H  -8.4087  -0.7184  2.5433
H  -10.1223  -1.9554  1.8131
H  -9.1165  -2.5522  0.4736
H  -9.1978  -3.4254  1.9984
H  -7.3018  -5.5182  2.4050
H  -6.1744  -6.6883  1.7163
H  -5.9881  -6.1519  3.3974
H  -3.4678  -5.5369  0.3162
H  -5.0459  -5.5272  -0.4146
H  -4.0787  -4.0591  -0.4236
C  3.0941  1.8791  -2.5705
O  2.1121  1.5649  -3.5866
P  0.7960  0.7665  -3.1807
O  0.9342  -0.6625  -3.4761
O  -0.2057  1.5078  -4.1945
C  0.1639  1.8552  -5.5238
O  -0.0739  0.9746  -1.8743
C  -1.4196  1.4694  -1.8739
H  3.9181  2.3905  -3.0615
H  2.6643  2.5348  -1.8132
H  3.4632  0.9633  -2.1063
H  0.6168  1.0080  -6.0395
H  0.8450  2.7047  -5.5218
H  -0.7502  2.1376  -6.0418
H  -2.0574  0.8067  -2.4557
H  -1.4844  2.4847  -2.2537
H  -1.7425  1.4726  -0.8346
C  8.5025  4.9979  -6.2257
O  8.2669  5.0327  -4.8050
P  7.5899  3.7476  -4.0470
O  6.1894  4.1606  -3.8264
O  8.5458  4.0222  -2.7541
C  9.0407  5.2942  -2.3617
O  7.6156  2.1716  -3.7754
C  8.2073  1.5298  -2.6409
H  8.9176  5.9620  -6.5061
H  9.2167  4.2166  -6.4865
H  7.5678  4.8439  -6.7674
H  8.2421  6.0355  -2.3300
H  9.8352  5.6247  -3.0279
H  9.4516  5.1734  -1.3606
H  7.7360  1.8922  -1.7310
H  9.2811  1.6861  -2.5962
H  8.0139  0.4664  -2.7661
C  4.9769  2.0982  2.7459
O  3.7740  1.9517  3.5216
P  2.3562  2.2469  2.8300
O  1.9143  3.6061  3.1487
O  1.5364  1.1066  3.6079
C  1.7342  0.8028  4.9835
O  1.9111  1.8410  1.3734
C  0.8895  0.8716  1.0839
H  5.8136  1.8893  3.4062
H  4.9945  1.3913  1.9157
H  5.0678  3.1179  2.3686
H  1.7197  1.7074  5.5920
H  2.6711  0.2661  5.1258
H  0.9106  0.1597  5.2862
H  -0.0496  1.1836  1.5374
H  1.1649  -0.1175  1.4426
H  0.7871  0.8416  0.0002